This record from the OMol25 dataset describes a structure of composition C43H46ClN2SbSe4W. The level of theory is the ωB97M-V functional and the def2-TZVPD basis.

Electronic energy = -12148.8848 hartree
Molecular weight = 1247.75 g mol⁻¹
LUMO level = -1.65 eV
ΔE to the lowest compared entry with this formula, charge and spin = 115.7 kJ/mol

Structure (ORCA input):
```
! wB97M-V def2-TZVPD RIJCOSX def2/J DEFGRID3
* xyz 0 1
W -0.723 -1.394 0.132
C -0.677 3.480 -0.383
C 0.191 2.616 0.540
C 1.559 3.271 0.764
C -0.517 2.338 1.855
C -0.943 3.445 2.570
C -1.650 3.310 3.745
C -1.891 2.047 4.232
C -1.455 0.885 3.590
C -1.722 -0.342 4.469
C -1.628 -1.722 3.861
C -0.760 -0.298 5.667
C -0.786 1.039 2.345
N -0.417 -0.037 1.454
C 0.953 -0.242 1.191
C 1.471 -0.719 -0.020
N 0.665 -0.997 -1.117
C 1.122 -1.119 -2.444
C 0.586 -2.158 -3.233
C 1.028 -2.307 -4.541
C 1.948 -1.431 -5.086
C 2.385 -0.354 -4.337
C 1.976 -0.160 -3.025
C 2.327 1.152 -2.346
C 3.811 1.517 -2.434
C 1.468 2.264 -2.963
C -0.473 -3.111 -2.722
C -1.798 -2.960 -3.466
C 0.005 -4.561 -2.711
C 2.911 -0.967 0.155
C 3.911 -1.504 -0.612
C 5.217 -1.550 -0.067
C 5.516 -1.092 1.191
C 4.491 -0.571 2.021
C 4.594 -0.105 3.357
C 3.476 0.330 4.023
C 2.188 0.341 3.436
C 2.062 -0.099 2.144
C 3.218 -0.537 1.463
H -0.220 3.545 -1.370
H -0.779 4.494 0.006
H -1.679 3.063 -0.493
H 0.385 1.680 0.018
H 1.452 4.251 1.234
H 2.069 3.403 -0.193
H 2.190 2.653 1.403
H -0.740 4.432 2.175
H -2.009 4.183 4.274
H -2.434 1.937 5.163
H -2.743 -0.223 4.844
H -0.598 -1.954 3.602
H -2.277 -1.802 2.997
H -1.957 -2.477 4.577
H 0.273 -0.409 5.330
H -0.983 -1.123 6.344
H -0.839 0.641 6.216
H 0.635 -3.119 -5.139
H 2.288 -1.555 -6.106
H 3.041 0.377 -4.793
H 2.075 1.107 -1.287
H 4.114 1.705 -3.465
H 4.436 0.722 -2.029
H 3.997 2.425 -1.859
H 1.658 2.350 -4.034
H 1.705 3.223 -2.497
H 0.405 2.057 -2.826
H -0.651 -2.836 -1.673
H -1.638 -3.050 -4.542
H -2.249 -1.984 -3.274
H -2.497 -3.741 -3.165
H 0.097 -4.937 -3.732
H -0.709 -5.185 -2.173
H 0.972 -4.647 -2.216
H 3.728 -1.889 -1.606
H 6.005 -1.969 -0.680
H 6.532 -1.147 1.564
H 5.556 -0.105 3.856
H 3.565 0.671 5.047
H 1.342 0.704 4.004
Se -6.559 -2.350 1.375
Sb -5.044 -2.764 -0.385
Se -0.074 -3.468 0.926
Se -2.735 -2.181 -0.088
Se -5.641 -3.853 -2.385
Cl -7.598 1.323 -0.812
C -5.891 1.094 -0.946
C -5.325 0.820 -2.179
C -3.958 0.596 -2.272
C -3.135 0.636 -1.149
C -1.694 0.247 -1.225
C -3.739 0.924 0.084
C -5.097 1.156 0.192
H -5.946 0.783 -3.064
H -3.518 0.381 -3.239
H -1.096 1.094 -0.879
H -1.432 0.092 -2.277
H -3.118 0.951 0.973
H -5.558 1.351 1.151
*
```

---

This record from the OMol25 dataset describes a cluster of 2 separate species, C43H46N2O4P in total. The level of theory is the ωB97M-V functional and the def2-TZVPD basis.

Electronic energy = -2417.7251 hartree
Molecular weight = 685.82 g mol⁻¹
LUMO level = -4.59 eV
ΔE to the lowest compared entry with this formula, charge and spin = 0.0 kJ/mol

Structure (ORCA input):
```
! wB97M-V def2-TZVPD RIJCOSX def2/J DEFGRID3
* xyz 1 1
C 3.426 3.565 -4.188
O 2.022 3.609 -4.522
C 1.187 2.833 -3.778
C -0.164 2.804 -4.177
C -1.058 2.016 -3.483
C -0.643 1.254 -2.377
P -1.730 0.084 -1.471
C -3.287 0.422 -2.385
C -3.690 -0.278 -3.536
C -4.818 0.098 -4.235
C -5.564 1.209 -3.797
O -6.651 1.544 -4.547
C -7.365 2.739 -4.166
C -5.168 1.934 -2.646
C -4.032 1.541 -1.959
C -1.254 -1.449 -2.364
C -1.906 -2.637 -1.969
C -1.684 -3.819 -2.655
C -0.803 -3.822 -3.765
O -0.548 -4.933 -4.511
C -1.288 -6.127 -4.181
C -0.154 -2.639 -4.167
C -0.391 -1.471 -3.474
C 0.713 1.284 -1.984
C 1.626 2.068 -2.669
H 3.881 4.216 -4.934
H 3.608 3.951 -3.172
H 3.826 2.541 -4.268
H -0.480 3.397 -5.031
H -2.083 1.987 -3.838
H -3.115 -1.114 -3.920
H -5.136 -0.442 -5.123
H -8.146 2.815 -4.921
H -7.804 2.639 -3.160
H -6.709 3.625 -4.192
H -5.743 2.801 -2.317
H -3.711 2.131 -1.099
H -2.612 -2.638 -1.136
H -2.191 -4.738 -2.354
H -0.948 -6.845 -4.926
H -1.047 -6.477 -3.164
H -2.375 -5.962 -4.263
H 0.515 -2.661 -5.023
H 0.094 -0.570 -3.833
H 1.068 0.667 -1.157
H 2.677 2.084 -2.370
C 4.248 -1.498 5.653
N 3.449 -0.656 4.794
C 3.901 0.575 4.416
O 4.972 1.067 4.760
C 2.846 1.196 3.506
C 3.401 1.485 2.111
C 4.552 2.471 2.130
C 5.825 2.075 1.704
C 6.892 2.974 1.748
C 6.682 4.278 2.216
C 5.410 4.674 2.648
C 4.345 3.768 2.603
N 1.783 0.183 3.524
C 0.618 0.388 2.879
C -0.420 -0.541 2.825
C -1.644 -0.374 2.178
C -2.694 -1.364 2.190
C -3.917 -1.148 1.493
C -4.922 -2.111 1.485
C -4.748 -3.323 2.169
C -3.557 -3.559 2.864
C -2.550 -2.599 2.881
C 2.118 -1.013 4.314
C 2.211 -2.275 3.441
C 1.174 -1.201 5.509
H 5.192 -0.981 5.839
H 3.744 -1.679 6.611
H 4.452 -2.464 5.176
H 2.487 2.136 3.967
H 3.737 0.531 1.675
H 2.575 1.869 1.492
H 5.964 1.046 1.368
H 7.881 2.648 1.420
H 7.513 4.985 2.247
H 5.235 5.685 3.022
H 3.346 4.049 2.946
H 0.531 1.361 2.391
H -0.254 -1.481 3.345
H -1.836 0.571 1.661
H -4.048 -0.208 0.955
H -5.849 -1.921 0.944
H -5.534 -4.080 2.165
H -3.402 -4.494 3.404
H -1.635 -2.809 3.438
H 2.971 -2.120 2.662
H 2.498 -3.130 4.066
H 1.261 -2.500 2.952
H 1.223 -0.303 6.141
H 0.140 -1.338 5.188
H 1.486 -2.078 6.090
*
```

---

This record from the OMol25 dataset describes a structure of composition C43H47BCl3F2N5O2V. The level of theory is the ωB97M-V functional and the def2-TZVPD basis.

Electronic energy = -4640.0136 hartree
Molecular weight = 871.99 g mol⁻¹
LUMO level = -4.16 eV

Structure (ORCA input):
```
! wB97M-V def2-TZVPD RIJCOSX def2/J DEFGRID3
* xyz 1 1
V 0.784 1.018 0.169
O 0.467 2.226 -0.992
C 0.228 3.556 -1.153
C 0.305 4.140 -2.401
C 0.064 5.506 -2.490
C -0.254 6.259 -1.365
C -0.340 5.650 -0.125
C -0.096 4.281 -0.003
C -0.230 3.621 1.273
N -0.031 2.367 1.453
N -0.293 1.895 2.744
C 0.083 0.671 2.801
O 0.689 0.125 1.728
C -0.237 -0.183 3.951
C -0.255 0.354 5.235
C -0.627 -0.445 6.302
C -0.993 -1.768 6.088
C -0.982 -2.299 4.806
C -0.598 -1.510 3.734
H 0.553 3.544 -3.266
H 0.127 5.988 -3.456
H -0.438 7.319 -1.459
H -0.595 6.226 0.755
H -0.539 4.202 2.139
H 0.027 1.387 5.386
H -0.635 -0.036 7.302
H -1.287 -2.387 6.924
H -1.273 -3.327 4.639
H -0.595 -1.916 2.732
C -3.249 0.273 -4.777
C -2.316 0.378 -3.572
C -1.176 1.351 -3.871
C -3.036 0.778 -2.296
C -4.067 1.710 -2.331
C -4.728 2.085 -1.174
C -4.382 1.517 0.039
C -3.358 0.578 0.126
C -3.056 -0.117 1.439
C -3.446 0.698 2.668
C -3.752 -1.483 1.487
C -2.685 0.241 -1.051
N -1.633 -0.734 -1.001
B -0.256 -0.605 -0.690
N 0.343 -1.879 -0.897
C -0.662 -2.719 -1.374
C -1.832 -2.051 -1.413
C 1.732 -2.248 -0.989
C 2.356 -2.902 0.076
C 3.697 -3.243 -0.067
C 4.392 -2.949 -1.224
C 3.751 -2.309 -2.272
C 2.412 -1.947 -2.179
C 1.739 -1.285 -3.368
C 2.545 -0.103 -3.905
C 1.500 -2.311 -4.479
C 1.605 -3.302 1.326
C 1.260 -4.792 1.282
C 2.365 -2.958 2.606
H -2.692 -0.089 -5.641
H -3.673 1.238 -5.054
H -4.071 -0.417 -4.591
H -1.882 -0.613 -3.420
H -1.576 2.350 -4.062
H -0.625 1.034 -4.756
H -0.476 1.417 -3.037
H -4.366 2.144 -3.273
H -5.529 2.808 -1.223
H -4.924 1.801 0.929
H -1.977 -0.306 1.474
H -4.530 0.746 2.780
H -3.064 1.718 2.630
H -3.051 0.224 3.567
H -4.834 -1.352 1.450
H -3.504 -2.002 2.413
H -3.459 -2.118 0.652
H -0.450 -3.739 -1.643
H -2.805 -2.400 -1.712
H 4.202 -3.754 0.741
H 5.433 -3.226 -1.316
H 4.299 -2.098 -3.180
H 0.764 -0.905 -3.051
H 3.536 -0.408 -4.239
H 2.675 0.683 -3.157
H 2.038 0.339 -4.762
H 2.448 -2.670 -4.881
H 0.934 -1.866 -5.297
H 0.946 -3.175 -4.113
H 0.670 -2.743 1.326
H 2.164 -5.397 1.199
H 0.620 -5.030 0.432
H 0.739 -5.090 2.194
H 3.259 -3.573 2.718
H 1.735 -3.144 3.477
H 2.671 -1.912 2.622
F 3.499 0.229 0.479
C 2.755 0.949 -0.388
F 3.282 2.189 -0.480
H 2.800 0.462 -1.378
Cl 4.219 1.639 5.555
C 4.808 1.836 3.899
Cl 5.987 3.146 3.806
Cl 5.496 0.322 3.303
C 3.662 2.180 3.046
N 2.757 2.436 2.393
*
```

---

Q: molecular weight of number 1 (C43H46ClN2SbSe4W)?
A: 1247.75 g mol⁻¹

---

Q: electronic energy of number 1 (C43H46ClN2SbSe4W)?
A: -12148.8848 hartree

---

Q: What is the electronic energy in the third record?
A: -4640.0136 hartree

---

Q: Which of these has the lowest electronic energy?
A: C43H46ClN2SbSe4W